Entry 1:
Molecular formula: C3H6N2O
Method: DFT, wB97M-V/def2-TZVPD

ORCA input file:
```
! RIJCOSX wB97M-V def2-TZVPD def2/J DEFGRID3
* xyz 0 1
H -2.444 -0.356 1.041
N -1.577 -0.233 0.533
C -1.328 -0.697 -0.578
N 0.378 -0.357 -1.070
C 1.038 0.196 -0.033
C 0.489 1.109 0.821
O 2.117 -0.524 0.411
H -1.954 -1.231 -1.295
H 0.286 0.233 -1.885
H -0.181 1.865 0.452
H 0.921 1.258 1.798
H 2.255 -1.262 -0.195
*
```

E_LUMO: 0.935 eV
Total energy: -8232.8648 eV
SMILES: [H]/N=C/NC(=C)O
HOMO: -7.847 eV
Frontier orbital gap: 0.323 Ha
Max |F|: 4.10 eV/A

Entry 2:
Molecular formula: C5H12SSi
Method: DFT, wB97M-V/def2-TZVPD

ORCA input file:
```
! RIJCOSX wB97M-V def2-TZVPD def2/J DEFGRID3
* xyz 0 1
C 0.174 -1.839 -1.590
Si -0.043 -0.309 -0.536
C 0.926 1.164 -1.277
C -1.795 0.259 -0.301
C 0.824 -0.458 1.255
C 0.649 0.166 2.464
S -0.617 1.316 3.382
H -0.183 -1.925 -2.626
H 1.246 -1.907 -1.709
H -0.174 -2.758 -1.095
H 1.327 0.868 -2.282
H 0.311 2.004 -1.362
H 1.691 1.456 -0.542
H -2.470 -0.092 -1.029
H -2.081 0.025 0.733
H -1.752 1.369 -0.306
H 1.713 -1.044 1.318
H 1.228 -0.245 3.251
H -0.975 1.950 2.252
*
```

E_LUMO: 0.800 eV
Total energy: -24091.5547 eV
SMILES: C[Si](C)(C)/C=C\S
HOMO: -8.758 eV
Frontier orbital gap: 0.351 Ha
Max |F|: 3.04 eV/A

Calculated ΔE to the lowest compared entry with this formula, charge and spin (kcal per mole), listed in the same order as above: 88.4, 27.6